Computed, not measured: 3 unconnected molecules or ions with the total composition C4H13NO2 at a distorted geometry, with ωB97M-V/def2-TZVPD.

- M: 107.153 g/mol
- Relative energy (zero: lowest compared OMol25 entry of this formula, charge and spin): 210.1 kJ/mol
- E: -9942.0193 eV

Each line ends with the Mulliken charge.
Element x y z (Å)
C: -1.423 -0.528 -1.715  -0.65
C: -1.281 -0.857 -0.432  -0.25
N: -0.025 -0.693 0.229  -0.23
C: -0.140 -0.537 1.700  -0.58
C: -1.194 0.519 2.035  -1.02
H: -2.271 -0.315 -2.333  0.30
H: -0.466 -0.605 -2.239  0.19
H: -2.042 -1.368 0.159  0.31
H: 0.588 -1.385 -0.153  0.14
H: 0.829 -0.264 2.104  0.40
H: -0.421 -1.544 2.032  0.36
H: -0.744 1.108 2.829  0.33
H: -2.154 0.129 2.351  0.34
H: -1.334 1.223 1.218  0.35
H: 2.303 -1.237 -0.940  0.29
H: 3.496 -0.359 -1.422  0.29
O: 2.543 -0.471 -1.472  -0.59
H: 1.224 2.715 0.117  0.28
H: 0.844 1.250 -0.431  0.36
O: 0.599 2.185 -0.382  -0.63